{
  "formula": "C5H10",
  "method": "wB97M-V/def2-TZVPD",
  "de_lowest_ev": 1.966,
  "total_charge": 0,
  "e_lumo_ev": 1.2,
  "gap_ev": 10.683,
  "elements": ["H", "H", "C", "C", "H", "H", "C", "C", "H", "H", "H", "C", "H", "H", "H"],
  "xyz": [[-1.05259, 1.37842, 0.34382], [0.83872, -1.86164, 0.30865], [-0.04212, -0.21183, 1.26133], [-1.00258, -0.50098, -1.02667], [-1.16238, -0.19514, -2.09175], [-1.93572, -0.91591, -0.71162], [0.62168, -1.39756, 1.33295], [-0.33781, 0.56581, -0.10340], [1.04915, 2.26241, 0.08289], [-0.47614, 0.22722, 2.22502], [1.78967, 0.85389, -0.68593], [0.82079, 1.40147, -0.60814], [0.80029, -1.99929, 2.24895], [0.48279, 1.95297, -1.48134], [-0.39374, -1.55985, -1.09477]]
}